Here is a structure of composition C11H27N5S4Zr from the OMol25 dataset. Energies are from ωB97M-V/def2-TZVPD.

Properties
max |F|: 0.61 eV/A
HOMO-LUMO gap: 7.9377 eV
LUMO energy: -6.8 eV
E_tot: -63907.03397 eV
charge: +2

Last column: Löwdin charge in e.
CARTESIAN COORDINATES (ANGSTROEM)
Zr 1.66080 -0.53959 0.49224  0.86
S 3.32522 -1.29696 -1.15287  0.11
S 4.12834 -1.47196 0.76357  0.11
S 2.56874 -2.57743 1.67599  0.07
S 1.69636 -1.15941 2.87882  0.12
C -3.03344 -4.82387 -1.12081  -0.05
C -2.60698 -3.57905 -1.88577  -0.17
N -2.06141 -2.52729 -1.00965  -0.04
C -3.03522 -1.78053 -0.20057  -0.17
C -2.98257 -2.14241 1.28186  -0.05
C -0.77520 -2.27943 -0.92483  -0.36
C 0.20554 -3.13060 -1.67569  0.01
N -0.28407 -1.26880 -0.18099  -0.07
H -3.39880 -5.56795 -1.82654  0.09
H -3.83957 -4.60870 -0.42057  0.08
H -2.19537 -5.25513 -0.57200  0.08
H -3.45878 -3.14349 -2.40865  0.13
H -1.87180 -3.82949 -2.64261  0.11
H -4.02063 -2.01054 -0.59868  0.13
H -2.88719 -0.70761 -0.35173  0.12
H -3.21119 -3.19584 1.43139  0.08
H -3.72296 -1.55548 1.82372  0.09
H -2.00538 -1.95129 1.72893  0.06
H 0.13237 -2.94337 -2.74812  0.11
H 0.01608 -4.18943 -1.50664  0.11
H 1.21479 -2.90012 -1.35597  0.00
H -1.03366 -0.75845 0.28052  0.03
C -0.47570 3.70913 0.30850  -0.01
N 0.53580 2.90946 1.00345  -0.15
C 0.02262 1.88897 1.88621  -0.06
C 1.79662 2.76013 0.51329  -0.40
N 2.34270 1.53480 0.52513  -0.05
N 2.45254 3.82353 0.05773  -0.12
C 3.68254 3.66313 -0.71126  -0.01
C 2.14999 5.19047 0.48275  -0.01
H -1.18932 3.05082 -0.19394  0.10
H -0.01880 4.34057 -0.44519  0.09
H -1.00834 4.33996 1.01857  0.11
H -0.90478 2.24219 2.33257  0.12
H 0.72525 1.66482 2.68534  0.09
H -0.24935 0.94929 1.35895  0.04
H 3.34683 1.57563 0.37610  0.05
H 4.54975 3.52246 -0.06017  0.11
H 3.84598 4.56671 -1.29310  0.11
H 3.60361 2.82797 -1.40552  0.10
H 1.44816 5.19226 1.31023  0.10
H 1.74599 5.78020 -0.34063  0.11
H 3.07386 5.66168 0.81664  0.11

Atoms 1-6, force components in eV/Å:
Zr -0.2 0.6 0.0
S 0.3 -0.2 -0.1
S -0.1 0.2 -0.3
S 0.0 -0.5 0.3
S 0.0 -0.1 0.2
C 0.0 0.1 0.0

Here is a structure of composition C11H28AlBClF7MgN4O15PS3 from the OMol25 dataset. Energies are from ωB97M-V/def2-TZVPD.

Properties
max |F|: 3.01 eV/A
HOMO-LUMO gap: 1.3181 eV
LUMO energy: -4.4 eV
E_tot: -134572.60255 eV
charge: -1

Last column: Löwdin charge in e.
CARTESIAN COORDINATES (ANGSTROEM)
C -0.19309 -2.42146 -2.02815  -0.23
S 0.76189 -1.86697 -3.45492  0.61
O 2.00646 -2.61441 -3.52496  -0.34
O -0.07149 -2.21184 -4.57873  -0.32
B 0.97441 -0.01654 -3.16664  -0.71
C 2.51829 0.36251 -2.96811  -0.20
C 3.37594 -0.47415 -1.95335  -0.21
C 3.84446 0.21280 -0.65661  -0.19
C 3.00070 0.01888 0.61979  -0.21
N 2.53342 -1.38038 0.90462  -0.06
P -0.19900 0.55827 -1.72937  0.72
N -0.29108 2.10507 -1.46748  -0.26
H 0.08113 -1.73637 -1.23791  -0.11
H -1.26314 -2.49438 -2.18270  0.09
H 0.16800 -3.44587 -1.84074  0.08
H 0.54948 0.54881 -4.13389  0.08
H 2.58799 1.41667 -2.68975  0.09
H 2.98759 0.28346 -3.94708  0.10
H 2.93761 -1.45584 -1.73444  0.06
H 4.30379 -0.68353 -2.48149  0.11
H 4.00027 1.26693 -0.87328  0.12
H 4.83082 -0.18703 -0.39828  0.07
H 2.20409 0.76666 0.58073  0.09
H 3.60812 0.25455 1.48540  0.10
H 3.34667 -1.96666 0.70195  0.10
H 2.29903 -1.38094 1.90087  0.06
H 0.15722 -0.15323 -0.50044  -0.08
H -1.50244 0.09527 -2.03422  0.02
H 0.33942 2.58564 -2.10220  -0.01
Mg 0.97094 -2.17870 0.30362  1.08
N -1.78440 -0.56930 -7.20936  -0.62
O -1.69856 -0.59163 -8.44258  0.04
O -0.89231 -0.04762 -6.53375  0.05
O -2.76819 -1.06938 -6.64577  0.04
C -3.14617 2.39102 0.17744  -0.70
F -2.17740 2.44338 1.06188  -0.08
F -2.95492 3.19281 -0.81769  0.22
F -3.12002 1.04992 -0.35854  -0.03
S -4.63824 2.70165 1.11203  0.56
O -4.40964 4.04223 1.61980  -0.26
O -4.53292 1.65508 2.11630  -0.33
N -5.72313 2.52148 0.03811  -0.26
S -7.24939 2.70985 0.54130  0.60
O -7.58064 4.04964 0.90526  -0.25
O -7.71510 1.66613 1.39631  -0.25
C -8.07338 2.42558 -1.07850  -0.69
F -7.79158 1.20719 -1.54609  0.14
F -7.66624 3.31919 -1.98131  0.14
F -9.38795 2.53448 -0.92765  0.15
O -2.95386 3.43692 3.94563  0.24
H -1.97814 3.41988 3.74248  0.08
H -3.47749 3.68882 3.13009  0.10
H -3.18048 4.00957 4.69872  0.18
Al -2.55530 0.11932 1.31047  0.86
C 7.30115 -2.68704 2.75599  -0.03
C 5.94594 -3.15377 3.21421  -0.31
C 5.11928 -3.87713 2.17009  -0.08
O 3.78110 -3.59491 2.63163  0.03
C 3.83110 -2.41444 3.30851  -0.59
O 2.84244 -1.82371 3.64739  0.12
O 5.08315 -2.03424 3.52012  0.11
H 7.72824 -1.99643 3.48062  0.09
H 7.97449 -3.53695 2.63730  0.09
H 7.22840 -2.15334 1.80770  0.07
H 6.03561 -3.75576 4.12296  0.16
H 5.30056 -4.94773 2.12985  0.14
H 5.23841 -3.45069 1.17209  0.13
Cl -0.17720 2.10780 2.57823  -0.25
O -6.81005 3.36575 4.14896  -0.17
H -6.25803 2.79901 3.58387  -0.09
F 5.53272 -0.37766 1.24250  -0.58
O -4.19109 -1.36955 3.08367  -0.35
H -4.91828 -1.21265 3.69747  -0.06

Atoms 1-6, force components in eV/Å:
C 0.4 -2.2 0.6
S 0.3 -0.5 -3.0
O 0.3 0.0 1.5
O -1.0 0.3 0.3
B 0.5 0.4 0.0
C 0.1 -0.6 0.9

Here is a structure of composition C11H28AsF6NO11 from the OMol25 dataset. Energies are from ωB97M-V/def2-TZVPD.

Properties
max |F|: 4.81 eV/A
HOMO-LUMO gap (spin up / spin down): 5.3836 / 4.2868 eV
spin multiplicity: 2
LUMO energy (spin up / spin down): 1.9 / 1.0 eV
⟨S²⟩: 0.75
E_tot: -113016.99681 eV
charge: -1

Last column: Löwdin charge in e.
CARTESIAN COORDINATES (ANGSTROEM)
N 0.56198 0.97816 0.57052  0.28
H 0.88116 1.45965 1.39901  0.06
H 1.37438 0.88471 -0.02223  0.04
H -0.04338 1.63115 0.09382  0.07
H 0.18700 0.10070 0.90151  0.06
C -0.33917 3.75135 -1.54941  -0.17
O -0.22987 3.71225 -0.13305  -0.03
H -0.54784 4.78529 -1.82423  0.08
H 0.61978 3.57976 -2.03835  0.08
H -1.00569 3.06214 -2.06791  0.06
C 2.88013 2.28598 3.26971  -0.38
O 1.87312 2.79278 2.39267  -0.45
H 3.38576 1.49869 2.71060  0.02
H 3.54235 3.06091 3.65580  0.03
H 2.44443 1.79435 4.13952  0.03
As -3.52439 1.97845 2.55943  0.91
F -4.47940 1.09295 1.34982  -0.30
F -3.80385 0.55826 3.60139  -0.30
F -2.48827 2.87786 3.78093  -0.30
F -3.31881 3.32746 1.37609  -0.30
F -5.07292 2.64011 3.18163  -0.30
F -1.99313 1.21201 2.00979  -0.29
C -2.58647 -2.42647 2.05161  0.00
O -1.66458 -3.23861 1.31256  -0.01
C -0.59263 -2.70094 0.69434  -0.53
O -0.29053 -1.51582 0.64635  0.08
O 0.11757 -3.69831 0.14653  0.00
C 1.49222 -3.44104 -0.33475  -0.01
H -3.60163 -2.78465 1.88056  0.10
H -2.43941 -1.35693 1.90146  0.08
H -2.21676 -2.61954 3.05865  0.10
H 2.28233 -3.70364 0.36872  0.09
H 1.59888 -2.36170 -0.44312  0.06
H 1.69073 -3.91035 -1.29831  0.09
C 4.26444 2.59999 -0.45008  -0.02
O 4.70524 1.32853 -0.92505  0.01
C 3.84048 0.31790 -1.10082  -0.53
O 2.59435 0.34595 -0.90934  0.06
O 4.52204 -0.56852 -1.71759  0.06
C 3.89438 -1.77496 -2.10856  -0.03
H 3.26527 2.94513 -0.71589  0.09
H 4.89507 3.36044 -0.91067  0.09
H 4.43781 2.64064 0.62528  0.09
H 4.57762 -2.53817 -2.48111  0.10
H 3.05812 -1.78036 -2.80765  0.11
H 3.54252 -2.30475 -1.22334  0.07
C -3.35593 -3.83793 -2.63150  -0.01
O -3.56925 -2.58648 -1.92801  0.01
C -2.61044 -1.69832 -2.02153  -0.59
O -1.58184 -1.84451 -2.65438  0.10
O -3.02536 -0.57159 -1.37766  0.02
C -2.21316 0.52523 -1.47961  -0.10
H -3.00757 -3.77530 -3.66244  0.09
H -4.22358 -4.49752 -2.61658  0.09
H -2.58017 -4.24440 -1.98259  0.09
H -2.08938 0.92269 -0.47223  0.07
H -2.79811 1.36450 -1.85586  0.10
H -1.23565 0.36485 -1.93442  0.10

Atoms 1-6, force components in eV/Å:
N 0.0 0.6 0.0
H 1.0 1.8 1.6
H 0.3 -0.5 0.1
H -0.9 0.0 0.4
H -0.6 -0.1 -0.7
C 0.2 1.0 1.0

Here is a cluster of 3 separate species, C11H28F2N2O5S in total from the OMol25 dataset. Energies are from ωB97M-V/def2-TZVPD.

Properties
max |F|: 0.67 eV/A
HOMO-LUMO gap: 8.3774 eV
LUMO energy: -0.6 eV
E_tot: -41343.45182 eV

Last column: Löwdin charge in e.
CARTESIAN COORDINATES (ANGSTROEM)
C 5.67541 -2.45147 -2.68915  -0.08
C 4.33798 -2.25972 -3.41678  -0.18
C 3.36194 -1.53618 -2.52301  -0.42
F 3.77081 -0.23257 -2.39403  0.06
O 2.02946 -1.42701 -3.06168  -0.27
S 1.23886 -2.79339 -3.36910  0.97
O 0.03609 -2.36354 -4.01210  -0.35
O 0.73202 -3.21550 -1.77755  -0.24
F 1.07467 -2.25188 -0.78917  -0.11
H 6.20139 -1.50759 -2.60340  0.08
H 6.27413 -3.14987 -3.26634  0.08
H 5.53194 -2.88757 -1.70343  0.08
H 4.51136 -1.63403 -4.28918  0.13
H 3.97508 -3.23927 -3.71513  0.10
H 3.33331 -1.96141 -1.52040  0.15
C -0.14592 2.77464 -2.08672  -0.07
C -0.17642 1.24912 -2.08666  -0.42
C -1.58940 0.65432 -2.02239  -0.19
O -2.18876 0.70237 -0.73775  -0.20
C -2.79705 1.93545 -0.40467  -0.11
N 0.67343 0.75494 -1.00185  0.07
H -0.34215 3.18573 -1.09655  0.06
H 0.83911 3.12740 -2.39099  0.08
H -0.88152 3.18576 -2.78156  0.08
H 0.26109 0.91447 -3.03160  0.13
H -1.52296 -0.40811 -2.27033  0.12
H -2.24973 1.11692 -2.76756  0.12
H -3.25031 2.40854 -1.28027  0.09
H -2.08536 2.62478 0.05747  0.08
H -3.58242 1.72755 0.32291  0.08
H 0.73377 -0.25785 -1.06896  0.04
H 0.17045 0.91662 -0.13356  0.05
C -3.22351 -0.67168 4.20609  -0.07
C -2.76077 0.71409 4.64409  -0.43
C -2.05444 1.50844 3.53693  -0.21
O -0.72567 1.10615 3.27490  -0.18
C -0.58982 -0.00693 2.40787  -0.10
N -1.93652 0.58224 5.84873  0.04
H -2.39413 -1.37551 4.14322  0.06
H -3.93298 -1.07436 4.92844  0.07
H -3.71594 -0.63497 3.23222  0.08
H -3.65367 1.28522 4.91622  0.13
H -1.98207 2.55044 3.86125  0.12
H -2.64348 1.49932 2.61055  0.10
H -1.36035 -0.01643 1.63158  0.08
H -0.61023 -0.94647 2.96598  0.08
H 0.38681 0.06896 1.92850  0.08
H -1.71700 1.50665 6.20848  0.07
H -1.03652 0.20319 5.56643  0.07

Atoms 1-6, force components in eV/Å:
C -0.3 -0.1 -0.3
C 0.5 0.2 0.4
C 0.5 0.5 0.0
F -0.2 -0.4 -0.1
O 0.1 -0.5 0.2
S -0.3 0.4 -0.2

no.,M (g mol⁻¹)
1,448.9
2,814.1
3,539.3
4,338.4